11
Properties=species:S:1:pos:R:3:mulliken_charge:R:1 method="wB97M-V/def2-TZVPD" orbital_gap_ev=7.411 spin_multiplicity=1 energy_ha=-765.5148 lumo_ev=-1.9
S -2.77 -0.79 -0.21 -0.161
F 2.33 -1.11 -0.22 -0.259
O 0.04 -2.58 0.17 -0.510
C -0.52 0.99 0.16 -0.281
C -1.16 -0.38 -0.15 -0.072
C -0.01 -1.38 -0.09 0.533
C 1.22 -0.44 -0.25 0.482
C 0.95 0.84 -0.12 -0.575
H -0.50 1.11 1.46 0.215
H 1.54 1.84 -0.41 0.290
H -1.11 1.91 -0.32 0.339

19
Properties=species:S:1:pos:R:3:mulliken_charge:R:1 method="wB97M-V/def2-TZVPD" orbital_gap_ev=10.268 spin_multiplicity=1 energy_ha=-365.1401 lumo_ev=0.9
O 0.77 0.60 -0.51 -0.350
N -2.47 1.29 -0.03 -0.789
C 0.12 -0.69 -0.85 0.742
C -1.12 -0.70 -0.37 -0.878
C 1.97 0.49 0.25 -0.805
C -0.95 0.73 1.80 -1.252
C 0.76 -1.51 -1.91 -1.231
C -1.48 0.58 0.39 1.073
H -1.79 0.86 2.49 0.458
H -0.33 1.63 1.86 0.277
H -0.36 -0.13 2.12 0.273
H 0.88 -0.91 -2.82 0.274
H 2.80 0.15 -0.38 0.328
H 0.14 -2.38 -2.15 0.373
H -2.83 1.90 0.71 0.252
H 2.21 1.47 0.65 0.261
H 1.75 -1.85 -1.60 0.317
H 1.84 -0.20 1.10 0.317
H -1.92 -1.32 -0.74 0.362

15
Properties=species:S:1:pos:R:3:mulliken_charge:R:1 method="wB97M-V/def2-TZVPD" orbital_gap_ev=11.353 spin_multiplicity=1 energy_ha=-382.9139 lumo_ev=0.9
O 1.69 2.46 -0.35 -0.496
O -2.01 -1.51 1.38 -0.530
O 0.55 0.76 -1.39 -0.296
C 0.02 -0.41 0.73 -0.346
C 0.98 2.02 -1.25 0.121
C -1.25 -1.12 0.23 -0.468
C 1.05 -0.19 -0.37 -0.515
H -2.30 -0.73 1.88 0.319
H 0.45 -1.05 1.54 0.247
H 0.66 2.78 -1.99 0.382
H -0.32 0.54 1.21 0.318
H -1.00 -2.03 -0.32 0.315
H -1.83 -0.50 -0.45 0.267
H 2.01 0.12 0.05 0.338
H 1.30 -1.13 -0.90 0.345

40
Properties=species:S:1:pos:R:3:mulliken_charge:R:1 method="wB97M-V/def2-TZVPD" orbital_gap_ev=7.940 spin_multiplicity=1 energy_ha=-1395.4459 lumo_ev=-0.2
Cl -1.58 0.43 2.79 -0.228
O -0.96 -2.35 1.53 -0.646
O 1.48 0.17 -1.36 -0.653
N 2.27 3.72 1.48 0.028
N 0.29 2.16 0.54 0.015
N 0.35 -1.36 -0.09 0.210
C -0.13 -2.28 -3.20 -0.283
C 2.80 2.72 2.38 -0.869
C -1.51 -3.48 -1.65 -0.291
C -0.12 3.03 1.63 -0.811
C -2.46 -3.66 -2.63 -0.648
C -0.59 0.03 1.43 -0.034
C 0.11 0.83 0.57 1.081
C 0.93 4.15 1.81 -0.925
C -0.48 -1.36 1.04 0.284
C -1.08 -2.47 -4.19 -0.634
C 0.74 -0.11 -0.44 0.404
C -2.25 -3.15 -3.90 -0.393
C -0.33 -2.79 -1.93 0.712
C 0.68 -2.56 -0.84 -1.642
C 2.36 3.37 0.07 -0.757
C 1.01 2.86 -0.49 -0.873
H 1.68 -2.42 -1.26 0.516
H 0.69 -3.39 -0.13 0.520
H -3.38 -4.19 -2.40 0.374
H -1.10 3.46 1.42 0.277
H -0.92 -2.07 -5.18 0.372
H -3.00 -3.30 -4.67 0.375
H 3.12 2.60 -0.06 0.446
H 0.78 -1.74 -3.42 0.397
H 3.86 2.59 2.16 0.367
H 2.66 4.25 -0.50 0.272
H 0.39 3.71 -0.81 0.332
H -0.19 2.44 2.54 0.572
H 0.69 5.00 1.17 0.321
H 2.31 1.75 2.32 0.266
H 0.91 4.50 2.84 0.386
H 1.18 2.21 -1.35 0.458
H -1.68 -3.86 -0.65 0.417
H 2.71 3.09 3.40 0.285

102
Properties=species:S:1:pos:R:3:mulliken_charge:R:1 method="wB97M-V/def2-TZVPD" orbital_gap_ev=4.034 spin_multiplicity=1 energy_ha=-2844.0128 lumo_ev=1.9 total_charge=-1
O -0.90 -2.13 10.68 -0.607
O -0.25 -7.05 1.30 -0.524
O 3.33 8.32 3.37 -0.295
O -7.36 1.10 -4.96 -0.305
O 2.00 7.02 -2.65 -0.546
O -7.44 0.06 3.04 -0.328
O 3.18 8.42 -4.19 -0.276
O -0.52 -8.83 -6.63 -0.599
O 3.86 6.38 -3.87 -0.294
O 0.31 0.44 -0.06 -0.924
O -5.72 0.41 -6.19 -0.274
O 9.71 -0.81 0.93 -0.559
O 3.99 6.35 3.39 -0.312
O 8.30 0.23 -0.47 -0.288
O -5.24 1.88 -4.43 -0.534
O 1.72 6.74 2.81 -0.586
O -6.70 2.21 2.67 -0.564
O -8.89 1.74 3.30 -0.300
O -1.83 -3.94 11.73 -0.297
O -1.80 -9.22 -8.55 -0.280
O -1.28 -7.21 -8.08 -0.292
O 9.22 1.40 1.19 -0.293
O -1.40 -4.09 9.63 -0.299
O -1.18 -6.73 -0.59 -0.513
N -0.21 -6.97 0.08 0.846
C -1.37 -3.30 10.68 0.821
C -9.30 3.14 3.40 -0.668
C -6.15 -0.61 2.94 -0.613
C -7.64 1.45 2.94 0.801
C -6.00 1.24 -5.16 0.722
C 9.13 0.20 0.58 0.756
C 4.00 4.94 3.11 -0.645
C 1.07 -7.36 -0.63 -0.655
C 8.01 -0.95 -1.21 -0.644
C 2.58 9.49 2.91 -0.632
C 1.33 -1.78 0.73 -1.271
C -2.25 -3.30 12.85 -0.636
C 2.89 7.13 3.10 0.833
C 3.83 5.02 -3.56 -0.637
C 2.98 7.28 -3.40 0.727
C -0.38 -6.17 -7.67 -0.663
C 1.16 -0.64 -0.31 0.499
C -4.31 0.21 -6.44 -0.663
C -1.13 -3.62 8.34 -0.594
C -8.19 2.07 -4.28 -0.646
C -1.92 -10.61 -8.34 -0.658
C 2.38 9.54 -3.87 -0.609
C 0.82 -1.31 -1.65 -1.271
C -1.20 -8.43 -7.63 0.766
C 9.94 1.64 2.38 -0.642
H -7.74 3.06 -4.22 0.310
H 1.78 -1.44 1.66 0.336
H 2.15 -0.20 -0.39 0.070
H 0.60 -6.66 -7.70 0.313
H 0.86 -6.98 -1.63 0.301
H 1.52 9.31 3.09 0.330
H 0.38 -2.29 0.93 0.311
H 2.77 10.45 -4.31 0.246
H -6.10 -1.06 1.95 0.262
H 0.95 -0.70 -2.54 0.318
H -6.09 -1.47 3.61 0.232
H 2.85 10.34 3.55 0.226
H 4.53 4.35 3.85 0.209
H 2.89 4.59 -3.90 0.313
H -0.16 -1.79 -1.58 0.302
H -3.83 -0.33 -5.63 0.310
H 4.58 4.75 2.21 0.239
H -4.09 -0.28 -7.39 0.258
H 7.38 -1.65 -0.66 0.303
H 1.47 -2.13 -1.93 0.336
H 11.00 1.40 2.27 0.280
H 1.33 9.40 -4.16 0.280
H -10.20 3.45 2.87 0.270
H -0.52 -5.85 -6.64 0.300
H -9.54 3.41 4.43 0.260
H -0.35 -5.51 -8.54 0.261
H -1.57 -4.30 7.61 0.201
H -2.44 -10.80 -7.40 0.292
H -1.49 -2.60 8.21 0.313
H -3.75 1.13 -6.59 0.295
H 9.50 1.10 3.22 0.291
H 4.05 4.77 -2.53 0.283
H 2.10 -2.49 0.42 0.301
H -8.64 1.76 -3.34 0.267
H -2.16 -11.14 -9.26 0.261
H 9.84 2.63 2.82 0.258
H 1.03 -8.45 -0.67 0.276
H 2.88 9.73 1.89 0.265
H -0.04 -3.57 8.38 0.286
H -0.91 -10.99 -8.18 0.297
H -5.30 0.01 3.22 0.324
H 2.32 9.71 -2.80 0.270
H -8.53 3.84 3.07 0.324
H 2.97 4.63 2.93 0.368
H 1.97 -6.97 -0.15 0.265
H -2.46 -4.15 13.50 0.200
H -1.51 -2.57 13.19 0.311
H -9.10 2.11 -4.87 0.260
H 8.89 -1.53 -1.50 0.293
H 7.42 -0.70 -2.09 0.243
H 4.52 4.43 -4.16 0.241
H -3.18 -2.77 12.64 0.300

84
Properties=species:S:1:pos:R:3:mulliken_charge:R:1 method="wB97M-V/def2-TZVPD" orbital_gap_ev=6.266 spin_multiplicity=1 energy_ha=-2028.8129 lumo_ev=-1.0
O -3.35 2.95 1.37 -0.696
O -1.12 1.53 -5.22 -0.652
O -2.90 0.45 -2.21 -0.482
O 3.83 2.81 -2.19 -0.521
O 4.34 -0.38 -3.12 -0.609
O 0.93 2.80 -4.24 -0.674
O -1.68 -2.72 3.73 -0.687
O 4.17 -2.44 0.05 -0.617
O -4.82 1.24 0.07 -0.683
O 4.33 0.21 2.11 -0.604
O -1.94 -1.98 -2.50 -0.642
O -1.09 4.33 -2.57 -0.581
O -3.81 -1.45 -0.18 -0.474
O -0.60 5.12 0.69 -0.543
O -0.91 1.53 1.82 -0.485
O -3.23 -3.57 1.82 -0.641
O -0.25 -0.04 -0.45 0.676
O -1.99 -4.02 -0.88 -0.641
O 1.47 4.49 -1.31 -0.542
O 2.41 -1.82 2.30 -0.568
O 2.77 -4.45 -1.47 -0.610
O -3.11 -0.22 2.97 -0.707
O 2.26 -0.35 -1.23 -0.579
O -0.40 -2.10 1.23 -0.074
O 0.24 -4.70 0.88 -0.573
C -0.31 0.85 4.11 -1.907
C 0.00 1.75 2.86 0.835
C 1.48 1.65 2.44 -0.519
H -0.07 2.74 3.31 0.037
H -0.71 4.34 0.14 0.231
H -2.32 0.29 2.77 0.267
H 1.99 1.78 3.40 0.467
H -4.21 1.38 -0.65 0.297
H 4.47 0.43 1.19 0.299
H -0.48 2.15 -4.86 0.445
H 1.71 2.57 -4.74 0.225
H -3.62 -2.86 1.32 0.333
H -0.81 3.63 -3.16 0.316
H 0.35 5.26 0.72 0.303
H -3.27 -1.82 -0.89 0.124
H 1.69 -1.20 2.46 0.287
H -2.19 -2.03 4.16 0.287
H 3.48 -4.00 -1.94 0.314
H 4.52 0.16 -3.89 0.280
H 1.03 3.74 -4.06 0.292
H -0.68 -1.86 2.12 -0.050
H -0.21 -3.03 1.29 0.428
H 5.08 -0.20 -2.53 0.314
H -3.24 3.79 1.82 0.285
H -2.52 2.49 1.51 0.341
H 0.69 0.11 -0.58 0.474
H -4.27 -0.72 -0.59 0.369
H -2.40 -4.87 -0.73 0.286
H 2.69 -0.01 -2.01 0.211
H 2.32 -2.47 3.00 0.255
H -2.56 -0.41 -2.45 0.367
H -3.24 -4.32 1.23 0.223
H -0.51 -0.17 3.80 0.313
H 3.58 -0.38 2.10 0.293
H -1.62 -2.25 -3.36 0.244
H -0.33 4.47 -2.00 0.363
H 4.20 3.36 -2.89 0.292
H -3.54 -0.33 2.12 0.229
H 1.69 0.72 1.90 -0.554
H -3.07 0.89 -3.05 0.192
H -1.93 1.71 -4.73 0.316
H 0.03 -5.52 0.45 0.211
H 3.65 -2.51 0.85 0.284
H 0.82 -4.95 1.60 0.193
H -2.24 -3.03 3.02 0.432
H -0.60 0.68 0.08 0.137
H -2.07 -2.80 -2.03 0.265
H 1.58 4.65 -0.37 0.204
H 3.72 -3.01 -0.58 0.316
H -1.24 1.04 4.65 0.445
H 2.33 4.20 -1.61 0.250
H 2.89 -0.97 -0.85 0.183
H 2.11 -4.61 -2.13 0.298
H 4.42 2.06 -2.14 0.216
H -4.55 1.86 0.74 0.399
H 1.72 2.52 1.83 0.210
H 0.44 0.85 4.90 0.400
H -0.27 -0.88 0.00 0.071
H -1.10 -4.12 -0.54 0.289

12
Properties=species:S:1:pos:R:3:mulliken_charge:R:1 method="wB97M-V/def2-TZVPD" orbital_gap_ev=9.127 spin_multiplicity=1 energy_ha=-306.4237 lumo_ev=0.2
O -0.76 -1.34 -1.93 -0.516
O 0.25 -0.96 1.92 -0.461
C -1.00 -1.09 -0.76 -0.096
C 0.41 1.00 -0.91 -1.199
C -0.03 0.12 1.18 -0.215
C -0.47 0.10 -0.08 0.435
H 0.00 1.16 -1.89 0.291
H 1.34 0.42 -1.03 0.290
H -1.68 -1.74 -0.17 0.338
H 0.24 1.08 1.62 0.360
H 1.00 -0.71 2.47 0.352
H 0.69 1.95 -0.43 0.421

25
Properties=species:S:1:pos:R:3:mulliken_charge:R:1 method="wB97M-V/def2-TZVPD" orbital_gap_ev=7.469 spin_multiplicity=1 energy_ha=-1519.6412 lumo_ev=-0.5
I -4.42 0.86 0.25 0.383
S -1.30 -3.84 0.72 -0.206
S -5.22 -1.21 -0.19 -0.511
C -1.11 -0.75 -1.81 -0.842
C -1.89 0.28 -1.72 -0.635
C -0.77 -1.39 -0.51 2.068
C -1.83 -0.72 0.45 -2.016
C 0.00 1.49 0.50 -0.401
C 2.25 0.59 1.14 -2.163
C -2.21 0.54 -0.26 0.820
C -0.73 -2.87 -0.44 -0.792
C 0.88 0.35 0.49 1.417
C -1.27 1.69 0.15 -0.876
C 0.58 -0.84 0.00 -0.964
H -0.42 -0.89 -2.62 0.411
H -1.67 2.60 0.04 0.570
H 2.27 0.81 2.13 0.423
H -2.41 0.71 -2.52 0.544
H 1.32 -1.64 -0.04 0.295
H -0.10 -3.21 -1.23 0.366
H 0.51 2.47 0.81 0.204
H -2.64 -1.40 0.43 0.569
H 2.92 -0.17 0.99 0.485
H 2.73 1.40 0.68 0.479
H -1.41 -0.53 1.39 0.372

55
Properties=species:S:1:pos:R:3:mulliken_charge:R:1 method="wB97M-V/def2-TZVPD" orbital_gap_ev=9.581 spin_multiplicity=1 energy_ha=-1811.1767 lumo_ev=0.7
S 0.71 3.46 -0.04 -0.123
F -1.82 0.88 -2.44 -0.240
F -0.14 0.02 -3.47 -0.265
F -1.34 -1.21 -2.19 -0.239
O 0.75 -0.68 2.90 -0.694
O 1.35 0.44 -1.39 -0.760
N 2.04 -0.77 1.04 0.383
N -0.42 0.56 0.03 0.981
C -1.80 0.32 0.29 -1.093
C -0.80 0.01 -2.32 0.635
C 0.16 0.36 -1.15 0.504
C 2.91 -3.48 -1.18 -1.052
C -4.01 1.13 0.65 -1.272
C 1.59 -3.36 -0.44 0.256
C -2.69 1.38 0.36 -0.586
C -4.47 -0.16 0.87 1.550
C 3.15 3.49 0.73 -0.742
C 2.25 4.23 0.05 -0.495
C 2.62 2.26 1.20 -0.462
C -3.57 -1.23 0.82 0.836
C 1.31 2.10 0.86 0.120
C 2.73 -2.01 1.36 -0.317
C -5.91 -0.41 1.18 -1.621
C 4.04 -2.08 0.58 -1.120
C 1.09 -0.25 1.82 -0.710
C -4.02 -2.63 1.07 -2.000
C -2.23 -0.98 0.53 -0.176
C 0.38 0.98 1.19 0.909
C 1.84 -3.22 1.06 -1.117
C 3.78 -2.26 -0.92 -0.370
H -6.35 -1.08 0.45 0.342
H 2.73 -3.59 -2.25 0.408
H 2.22 -0.36 0.13 0.195
H 3.29 -1.38 -1.33 0.213
H -3.19 -3.33 0.99 0.371
H 4.74 -2.37 -1.44 0.375
H 4.61 -2.93 0.95 0.475
H -0.35 1.32 1.94 0.677
H 3.18 1.55 1.77 0.548
H 2.33 -4.11 1.44 0.493
H 1.04 -2.49 -0.81 -0.334
H -1.53 -1.79 0.49 0.347
H -2.34 2.39 0.18 0.559
H 0.90 -3.10 1.60 0.406
H 3.44 -4.38 -0.84 0.370
H 0.97 -4.24 -0.62 0.460
H -6.47 0.52 1.18 0.380
H 2.93 -1.98 2.44 0.379
H 4.17 3.79 0.90 0.414
H -4.46 -2.72 2.06 0.370
H -4.71 1.95 0.69 0.313
H 2.38 5.18 -0.42 0.474
H -4.78 -2.92 0.34 0.372
H 4.62 -1.18 0.75 0.332
H -6.02 -0.88 2.16 0.340